Record 1
DFT (ωB97M-V with the def2-TZVPD basis set) results for a structure of composition BaCoH16O9 at a distorted geometry.

Summary:
HOMO-LUMO gap (alpha / beta) = 0.38146 / 0.37222 hartree
2S+1 = 4
Net charge = +2
Highest occupied orbital energy (alpha / beta) = -17.17 / -16.99 eV

```
27
BaCoH16O9 | OMol25 | ωB97M-V with the def2-TZVPD basis set
Ba -1.51 2.25 0.81
Co 0.77 -0.38 2.02
O 0.33 1.45 2.72
H 0.47 1.36 3.68
O -0.28 -0.07 0.31
H 0.18 0.26 -0.49
O -0.17 2.54 -1.53
H -0.21 1.69 -1.98
H -0.13 3.18 -2.24
O -3.16 0.45 -0.40
H -4.09 0.39 -0.19
H -2.86 -0.46 -0.46
O -0.22 -0.30 -2.76
H -0.42 -0.79 -1.97
H -0.65 -0.79 -3.46
O -0.96 -1.29 2.97
H -1.17 -2.22 2.89
H -1.78 -0.87 3.20
O 3.74 -0.12 -1.32
H 4.39 -0.82 -1.42
H 2.90 -0.57 -1.42
O -1.61 -2.16 -1.00
H -1.19 -1.62 -0.33
H -1.08 -2.96 -1.03
O 2.62 0.39 1.29
H 3.30 0.88 1.76
H 2.80 0.56 0.36
```

Atomic partial charges in e from the natural (NBO) method, atoms 1 to 2:
1. Ba 1.929
2. Co 1.613

***

Record 2
DFT (ωB97M-V with the def2-TZVPD basis set) results for a cluster of 2 separate species, C6H5NO5 in total at a distorted geometry.

Summary:
HOMO-LUMO gap = 0.24265 hartree
2S+1 = 1
Net charge = -2
Energy relative to the best compared isomer or geometry (same formula, charge and spin) = 302.6 kJ/mol
Highest occupied orbital energy = -0.09 eV

```
17
C6H5NO5 | OMol25 | ωB97M-V with the def2-TZVPD basis set
C -0.22 -0.08 1.25
C -0.75 0.58 0.24
C -1.03 -0.06 -1.09
C 2.95 -1.16 0.16
C 2.90 1.26 -0.88
C 3.28 0.06 -0.45
N -0.19 -1.00 -1.56
O 1.83 -1.73 -0.22
O 4.21 1.31 -0.16
O -2.10 0.40 -1.70
O 3.81 -1.72 0.90
O 2.30 2.15 -1.49
H -0.32 0.41 2.14
H 0.44 -0.95 1.26
H -1.28 1.52 0.47
H 1.13 -1.24 -0.71
H -0.50 -1.37 -2.47
```

Atomic partial charges in e from the natural (NBO) method, atoms 1 to 2:
1. C -0.405
2. C -0.233

***

Record 3
DFT (ωB97M-V with the def2-TZVPD basis set) results for a structure of composition C10H9Cl2InN2O6 at a distorted geometry.

Summary:
HOMO-LUMO gap (alpha / beta) = 0.22418 / 0.19601 hartree
2S+1 = 1
Energy relative to the best compared isomer or geometry (same formula, charge and spin) = 121.3 kJ/mol
Highest occupied orbital energy (alpha / beta) = -9.06 / -8.85 eV

```
30
C10H9Cl2InN2O6 | OMol25 | ωB97M-V with the def2-TZVPD basis set
In 0.35 -0.07 -0.36
N -0.25 -2.64 -0.18
C 0.27 -3.12 1.07
C 1.59 -2.32 1.58
O 2.39 -3.02 2.14
O 1.58 -1.09 1.35
H -1.26 -2.63 -0.22
H 0.13 -3.16 -0.97
H 0.59 -4.16 1.05
H -0.46 -2.94 1.87
O -1.10 6.73 2.49
C -0.10 6.63 1.87
O 0.85 7.18 1.42
C 0.05 4.89 1.33
C 1.16 4.59 0.59
C 1.29 3.28 0.13
N 0.36 2.39 0.40
C -0.68 2.69 1.11
C -0.91 3.98 1.63
C -1.81 1.59 1.41
O -2.70 1.97 2.13
O -1.62 0.50 0.84
H 1.91 5.33 0.37
H 2.15 2.97 -0.46
H -1.80 4.15 2.22
Cl -1.40 0.82 -2.47
C -2.40 1.05 -3.93
Cl -2.90 -0.51 -4.59
H -1.81 1.56 -4.68
H -3.29 1.60 -3.65
```

Atomic partial charges in e from the natural (NBO) method, atoms 1 to 2:
1. In 1.280
2. N -0.825

***

Record 4
DFT (ωB97M-V with the def2-TZVPD basis set) results for a cluster of 3 separate species, C22H47FN2O4 in total at a distorted geometry.

Summary:
HOMO-LUMO gap = 0.35252 hartree
2S+1 = 1
Structure (SMILES) = NCCCCCOC(=O)N(F)CCCC(=O)O.CCCCCC.CCCCCC
Highest occupied orbital energy = -9.78 eV

```
76
C22H47FN2O4 | OMol25 | ωB97M-V with the def2-TZVPD basis set
N 3.11 5.68 -0.08
C 2.64 5.75 1.38
C 1.61 4.46 1.64
C 0.85 4.54 3.10
C 0.48 3.09 3.77
C -0.24 2.01 2.76
O -1.02 2.60 1.66
C -1.08 1.52 0.64
O -2.27 0.88 0.47
N 0.07 1.08 -0.24
F 0.15 -0.29 -0.31
C -0.11 1.61 -1.68
C 1.36 2.13 -2.28
C 1.99 1.01 -3.34
C 3.13 0.04 -2.64
O 3.64 -1.02 -3.33
O 3.65 0.20 -1.26
H 3.78 6.48 -0.26
H 2.22 5.85 -0.65
H 2.11 6.79 1.56
H 3.59 5.71 2.08
H 0.76 4.59 0.81
H 2.12 3.43 1.46
H 1.62 5.06 3.84
H -0.09 5.28 3.07
H -0.22 3.25 4.71
H 1.47 2.59 4.20
H 0.56 1.22 2.43
H -1.02 1.41 3.43
H -0.55 0.78 -2.40
H -0.82 2.57 -1.62
H 1.28 3.18 -2.81
H 2.05 2.28 -1.33
H 1.17 0.32 -3.81
H 2.52 1.61 -4.22
H 4.40 0.88 -1.34
C 3.47 -3.59 -1.25
C 4.20 -4.12 -2.47
C 3.68 -5.48 -2.95
C 3.84 -6.64 -1.95
C 5.27 -6.91 -1.47
C 6.21 -7.32 -2.59
H 3.61 -4.24 -0.38
H 3.84 -2.60 -0.99
H 2.39 -3.51 -1.45
H 5.27 -4.17 -2.27
H 4.08 -3.40 -3.29
H 4.19 -5.75 -3.88
H 2.62 -5.39 -3.20
H 3.44 -7.55 -2.40
H 3.21 -6.44 -1.07
H 5.24 -7.71 -0.73
H 5.67 -6.03 -0.95
H 5.84 -8.22 -3.10
H 7.20 -7.54 -2.19
H 6.33 -6.52 -3.33
C -8.32 -1.04 2.19
C -8.06 0.00 1.11
C -6.60 0.05 0.67
C -5.59 0.44 1.75
C -5.84 1.79 2.43
C -5.76 2.97 1.47
H -7.78 -0.81 3.11
H -9.39 -1.06 2.44
H -8.03 -2.04 1.85
H -8.39 0.98 1.46
H -8.68 -0.24 0.24
H -6.51 0.75 -0.17
H -6.31 -0.93 0.27
H -4.59 0.45 1.31
H -5.57 -0.34 2.52
H -5.08 1.93 3.21
H -6.81 1.80 2.93
H -4.78 3.01 0.98
H -5.90 3.91 2.02
H -6.53 2.92 0.70
```

Atomic partial charges in e from the Mulliken method, atoms 1 to 2:
1. N -0.582
2. C -0.548

***

Record 5
DFT (ωB97M-V with the def2-TZVPD basis set) results for a cluster of 2 separate species, C2H9NOS2 in total at a distorted geometry.

Summary:
HOMO-LUMO gap = 0.31911 hartree
2S+1 = 1
Energy relative to the best compared isomer or geometry (same formula, charge and spin) = 187.9 kJ/mol
Structure (SMILES) = CSS.NCO
Highest occupied orbital energy = -8.09 eV

```
15
C2H9NOS2 | OMol25 | ωB97M-V with the def2-TZVPD basis set
C -2.15 2.07 1.00
S -0.92 0.69 1.04
S -2.02 -0.86 0.25
H -1.44 3.00 1.04
H -3.06 2.04 1.61
H -2.57 2.06 0.07
H -3.13 -0.20 0.60
N 2.10 -0.01 -0.61
C 2.06 -1.45 -0.58
O 1.25 -2.12 -1.52
H 1.63 0.38 -1.40
H 2.88 0.40 -0.20
H 3.01 -1.95 -0.68
H 1.82 -1.55 0.49
H 0.52 -2.50 -1.11
```

Atomic partial charges in e from the natural (NBO) method, atoms 1 to 2:
1. C -0.738
2. S 0.088

***

Record 6
DFT (ωB97M-V with the def2-TZVPD basis set) results for the ion CH7N3P with charge +1 at a distorted geometry.

Summary:
HOMO-LUMO gap (alpha / beta) = 0.21189 / 0.22909 hartree
2S+1 = 3
Net charge = +1
Energy relative to the best compared isomer or geometry (same formula, charge and spin) = 100.9 kJ/mol
Highest occupied orbital energy (alpha / beta) = -9.21 / -14.45 eV

```
12
CH7N3P | OMol25 | ωB97M-V with the def2-TZVPD basis set
C 0.80 0.40 -0.20
N 1.78 1.21 -0.06
N -2.10 -0.37 -0.09
N 0.92 -0.92 -0.26
P -1.18 0.97 -0.14
H 2.65 0.78 -0.18
H 1.75 2.20 0.26
H -2.08 -1.18 0.52
H -2.78 -0.50 -0.84
H 1.79 -1.25 -0.23
H 0.15 -1.47 -0.34
H -0.98 1.42 1.12
```

Atomic partial charges in e from the natural (NBO) method, atoms 1 to 2:
1. C 0.159
2. N -0.827

***

Record 7
DFT (ωB97M-V with the def2-TZVPD basis set) results for an isolated molecule of CHBr2FS at a distorted geometry.

Summary:
HOMO-LUMO gap = 0.35040 hartree
2S+1 = 1
Energy relative to the best compared isomer or geometry (same formula, charge and spin) = 36.9 kJ/mol
Structure (SMILES) = FC(S)(Br)Br
Highest occupied orbital energy = -10.07 eV

```
6
CHBr2FS | OMol25 | ωB97M-V with the def2-TZVPD basis set
C 0.61 -0.19 2.05
F 1.65 0.71 2.01
S -0.79 0.35 0.66
Br -0.27 -0.15 3.84
Br 1.32 -1.90 1.62
H -1.22 1.23 1.58
```

Atomic partial charges in e from the natural (NBO) method, atoms 1 to 2:
1. C 0.055
2. F -0.354

***

Record 8
DFT (ωB97M-V with the def2-TZVPD basis set) results for a structure of composition C5H6N2S2 at a distorted geometry.

Summary:
HOMO-LUMO gap (alpha / beta) = 0.29199 / 0.29201 hartree
2S+1 = 1
Energy relative to the best compared isomer or geometry (same formula, charge and spin) = 345.3 kJ/mol
Highest occupied orbital energy (alpha / beta) = -8.22 / -8.22 eV

```
15
C5H6N2S2 | OMol25 | ωB97M-V with the def2-TZVPD basis set
C 0.72 0.54 -1.28
C 1.34 -0.63 -1.33
C -0.22 0.96 -0.29
C -0.39 1.92 0.56
C 0.10 -1.41 1.22
N -1.25 -1.30 0.83
N -1.52 -0.36 0.00
S -2.90 -0.09 -0.76
S 1.16 -1.96 -0.20
H 0.81 1.26 -2.05
H 2.03 -0.79 -2.16
H -1.15 1.79 1.22
H 0.42 2.68 0.48
H 0.63 -0.59 1.63
H 0.20 -2.01 2.14
```

Atomic partial charges in e from the natural (NBO) method, atoms 1 to 2:
1. C -0.381
2. C -0.281

***

Record 9
DFT (ωB97M-V with the def2-TZVPD basis set) results for an isolated molecule of C5H9N3O at a distorted geometry.

Summary:
HOMO-LUMO gap = 0.28366 hartree
2S+1 = 1
Energy relative to the best compared isomer or geometry (same formula, charge and spin) = 159.0 kJ/mol
Structure (SMILES) = NCc1c(N)coc1N
Highest occupied orbital energy = -6.76 eV

```
18
C5H9N3O | OMol25 | ωB97M-V with the def2-TZVPD basis set
C 1.02 0.89 -0.73
C -0.06 0.23 0.08
C -1.47 0.49 0.26
C -1.90 -0.49 1.11
C 0.22 -0.95 0.79
H 1.51 -0.94 -1.65
H 2.71 0.16 -1.73
H 1.63 1.57 -0.11
H 0.58 1.50 -1.51
H -3.09 1.62 0.06
H -1.80 2.19 -0.84
H -2.90 -0.63 1.50
H 2.16 -1.39 0.44
H 1.33 -2.39 1.63
N 1.99 -0.15 -1.13
N -2.31 1.37 -0.51
N 1.29 -1.72 0.89
O -0.90 -1.35 1.45
```

Atomic partial charges in e from the natural (NBO) method, atoms 1 to 2:
1. C -0.217
2. C -0.271

***

Record 10
DFT (ωB97M-V with the def2-TZVPD basis set) results for an isolated molecule of C13H23N3O3S at a distorted geometry.

Summary:
HOMO-LUMO gap = 0.34450 hartree
2S+1 = 1
Energy relative to the best compared isomer or geometry (same formula, charge and spin) = 10.9 kJ/mol
Structure (SMILES) = CCCCSc1nnc([C@H](C)NC(=O)OC(C)(C)C)o1
Highest occupied orbital energy = -8.77 eV

```
43
C13H23N3O3S | OMol25 | ωB97M-V with the def2-TZVPD basis set
C 3.65 -5.52 -1.22
C 2.37 -5.43 -2.04
C 1.86 -4.00 -2.12
C 0.57 -3.92 -2.92
H 0.71 -4.28 -3.94
H -0.23 -4.49 -2.44
S -0.03 -2.21 -3.11
C -0.62 -1.96 -1.51
N -0.63 -2.79 -0.52
N -1.20 -2.14 0.52
C -1.51 -0.96 0.12
O -1.17 -0.76 -1.19
C -2.21 0.12 0.88
N -1.69 1.41 0.49
C -1.11 2.26 1.38
O -1.01 2.03 2.56
O -0.69 3.36 0.73
C -0.06 4.44 1.46
C -1.03 5.02 2.49
H -1.25 4.27 3.25
H -0.58 5.89 2.97
H -1.95 5.32 2.01
C 1.23 3.96 2.13
H 1.74 4.79 2.60
H 1.89 3.51 1.39
H 1.00 3.21 2.88
C 0.26 5.48 0.38
H 0.92 5.05 -0.37
H -0.66 5.79 -0.11
H 0.74 6.34 0.82
H -1.71 1.68 -0.48
C -3.72 0.03 0.63
H -3.94 0.16 -0.43
H -4.22 0.80 1.20
H -4.08 -0.95 0.95
H -1.99 -0.01 1.94
H 2.61 -3.36 -2.58
H 1.67 -3.63 -1.11
H 2.56 -5.81 -3.05
H 1.60 -6.06 -1.59
H 3.47 -5.17 -0.21
H 4.00 -6.55 -1.17
H 4.43 -4.91 -1.66
```

Atomic partial charges in e from the natural (NBO) method, atoms 1 to 2:
1. C -0.599
2. C -0.390